No. 1
The following is a DFT calculation (wB97M-V/def2-TZVPD) of a molecular structure, C2H2EuF2LiO.

XYZ file:
```
9
Properties=species:S:1:pos:R:3:mulliken_spin:R:1
F -0.60 -2.15 2.16 -0.007
O 3.46 -1.44 3.75 0.365
Eu 1.58 -2.00 2.05 7.011
Li -2.25 -2.10 2.71 0.000
C 3.91 -1.55 5.05 0.130
C 4.62 -2.58 5.44 0.443
H 4.95 -2.49 6.49 0.025
F 3.19 -0.70 5.76 0.011
H 5.17 -3.18 4.73 0.021
```

Calculated values
- charge = +2
- DFT total energy (hartree) = -1069.670419
- spin multiplicity = 9
- energy above the lowest of the compared OMol25 structures with the same formula, charge and spin (kcal/mol) = 5.3

No. 2
The following is a DFT calculation (wB97M-V/def2-TZVPD) of C3H10N2 in the gas phase.

XYZ file:
```
15
Properties=species:S:1:pos:R:3:lowdin_charge:R:1
C 0.96 -0.35 -0.94 -0.312
C 0.14 0.03 0.30 -0.231
C -1.33 0.24 0.00 -0.342
H 2.74 0.21 -0.27 0.056
H 2.44 -1.32 0.15 0.071
H 0.54 -1.21 -1.43 0.103
H 0.96 0.46 -1.69 0.118
H 0.52 0.94 0.79 0.116
H 0.21 -0.77 1.04 0.106
H -1.76 -0.69 -0.41 0.113
H -1.42 0.95 -0.83 0.114
H -2.96 1.06 0.88 0.069
H -2.12 0.06 1.87 0.061
N 2.34 -0.65 -0.62 -0.027
N -2.02 0.76 1.16 -0.015
```

Calculated values
- charge = 0
- DFT total energy (hartree) = -229.800052
- SMILES = NCCCN
- spin multiplicity = 1
- energy above the lowest of the compared OMol25 structures with the same formula, charge and spin (kcal/mol) = 5.8